Entry 1:
ORCA calculation (wB97M-V/def2-TZVPD) on a molecular structure, C36H51ClN3OP2Pd at a distorted geometry.

Values from the calculation:
Maximum force in eV/A: 7.126
Net charge: +3
2S+1: 5
Lowest unoccupied orbital energy (alpha / beta) in eV: -8.15 / -12.53
DFT total energy in eV: -79229.146

Cartesian coordinates (Å):
C -1.45583 -1.77104 -1.82351
C 0.64992 -2.60664 -1.22560
C -1.55575 -2.65354 -2.90270
C 0.50047 -3.66363 -2.17765
C -0.59863 -3.66889 -3.01695
H -2.39482 -2.53649 -3.58623
H 1.29087 -4.40971 -2.22763
H -0.73583 -4.45349 -3.75726
N -0.43737 -1.81752 -0.97108
P -2.56664 -0.37341 0.23526
P 2.26790 -0.91774 0.40192
C -2.50900 -0.69119 -1.57673
H -2.21851 0.22811 -2.10452
H -3.48397 -0.99193 -1.98053
C 1.87275 -2.30841 -0.59874
H 2.67381 -3.03791 -0.76434
C 3.55311 -0.13618 -0.87431
C 3.26713 -1.53744 1.93940
C -3.40428 1.30631 0.39937
C -3.68998 -1.82984 0.71379
C 3.62108 1.35745 -0.54705
H 3.97675 1.52726 0.47757
H 4.33786 1.82449 -1.23902
H 2.65363 1.85250 -0.67147
C 4.95348 -0.74512 -0.76388
H 5.43133 -0.56904 0.20420
H 4.94927 -1.81764 -0.99442
H 5.58483 -0.26461 -1.52749
C 3.15265 -0.36148 -2.34008
H 3.77226 0.29457 -2.97168
H 3.31903 -1.39683 -2.65997
H 2.11227 -0.11306 -2.55237
C 4.05833 -0.36542 2.54937
H 3.40590 0.48167 2.80245
H 4.51792 -0.72314 3.48327
H 4.86736 -0.00056 1.90779
C 2.34109 -2.08265 3.03086
H 1.67758 -1.32165 3.45058
H 1.75168 -2.93892 2.68545
H 2.98455 -2.44175 3.85014
C 4.19531 -2.70125 1.58174
H 4.97416 -2.44819 0.86351
H 4.70774 -3.00457 2.50660
H 3.63122 -3.55940 1.20220
C -4.19268 -1.59924 2.14696
H -4.73843 -2.50389 2.45707
H -3.37038 -1.45076 2.85951
H -4.89205 -0.75384 2.20814
C -2.89709 -3.15179 0.65210
H -2.64949 -3.42836 -0.38058
H -1.97942 -3.12849 1.24581
H -3.54505 -3.94328 1.06104
C -4.89079 -2.01767 -0.23140
H -5.48979 -2.85036 0.16705
H -5.53712 -1.13685 -0.29300
H -4.58578 -2.30977 -1.24367
C -2.65904 2.36094 -0.43794
H -2.71063 2.14509 -1.51330
H -3.14707 3.33596 -0.27483
H -1.60479 2.45616 -0.15421
C -3.37812 1.72183 1.87926
H -2.35337 1.82691 2.25564
H -3.88673 2.69395 1.97162
H -3.91092 1.00453 2.51577
C -4.85549 1.26133 -0.09346
H -4.93632 0.87440 -1.11810
H -5.51164 0.69263 0.57752
H -5.22930 2.29692 -0.10607
Pd -0.19456 -0.32603 0.86119
C -0.69256 -1.38022 2.33579
O -0.97290 -2.06597 3.23115
N 0.25379 0.80975 -0.71960
C 0.50977 1.08573 -1.84194
C 0.60485 2.03246 -2.92270
C 0.37156 3.39276 -2.64834
C 0.93260 1.63573 -4.23268
C 0.46148 4.34240 -3.66612
H 0.12470 3.68961 -1.62652
C 1.04085 2.59613 -5.23932
H 1.09485 0.57783 -4.43727
C 0.80780 3.94814 -4.96299
H 0.25521 5.38940 -3.44107
H 1.30060 2.28885 -6.25367
H 0.88708 4.68875 -5.76076
Cl 0.84352 5.32058 2.00834
C 0.58152 3.78892 2.72142
C 0.42920 3.65170 4.10117
C 0.21829 2.36770 4.60024
C 0.14421 1.28747 3.71518
N 0.24646 1.44207 2.39123
C 0.50354 2.66561 1.88499
H 0.47676 4.52729 4.74088
H 0.09308 2.17945 5.66336
H -0.01362 0.27822 4.10439
H 0.64077 2.77732 0.81244

Cartesian forces (eV/Å) of the 3 atoms listed first:
-0.33 0.42 0.08
-0.48 -0.39 -0.12
0.20 -0.07 0.11

Löwdin population analysis, charges in e, atoms 1 to 2: atom 1 (C): -0.330, atom 2 (C): -0.308

Entry 2:
ORCA calculation (wB97M-V/def2-TZVPD) on 7 unconnected molecules or ions with the total composition C36H51FNO13P at a distorted geometry.

Values from the calculation:
Maximum force in eV/A: 9.201
Net charge: 0
2S+1: 1
Lowest unoccupied orbital energy in eV: -5.03
DFT total energy in eV: -78262.692

Cartesian coordinates (Å):
C -4.04726 0.92130 2.52463
C -3.83684 0.71964 4.09680
C -4.25126 -0.78258 4.61157
C -3.20853 -1.83615 4.36708
C -1.94797 -1.53003 5.03958
C -1.32125 -0.05394 4.71999
N -2.36949 0.97179 4.43638
O -1.96653 2.35349 4.40408
C -0.40782 -0.02421 3.54897
C -0.67304 0.47405 5.98609
C -4.63554 1.78476 4.96303
H -3.33892 0.37994 1.89749
H -4.04430 1.99524 2.33820
H -4.94313 0.37273 2.23377
H -5.13452 -1.14383 4.08483
H -4.74970 -0.68188 5.57569
H -2.86433 -1.75744 3.33585
H -3.46010 -2.88183 4.54417
H -1.14252 -2.24395 4.86735
H -2.03597 -1.74914 6.10370
H 0.24876 -0.89291 3.59775
H 0.31488 0.79137 3.52339
H -0.95888 -0.12115 2.61354
H -1.38998 0.50790 6.80644
H -0.02768 1.34432 5.86673
H 0.14247 -0.20607 6.23198
H -4.21764 2.78825 4.88264
H -4.67624 1.45295 6.00051
H -5.68869 1.93142 4.72331
F 0.75451 0.68946 -2.04515
C -5.25549 -2.44200 -3.03988
C -6.52666 -2.17890 -3.54522
C -6.67447 -0.99709 -4.23039
C -5.69781 -0.04547 -4.24711
C -4.48962 -0.23120 -3.58221
C -4.21540 -1.47651 -2.98060
O -3.08795 -1.85760 -2.38808
O -7.84703 -0.90788 -4.96873
H -5.02487 -3.33885 -2.48412
H -7.34202 -2.87359 -3.40735
H -5.86978 0.82117 -4.86821
H -3.74505 0.53510 -3.73976
H -2.49079 -1.11577 -2.26688
H -8.22030 -1.77086 -5.16247
C -2.99238 6.16110 -3.38609
C -2.20625 5.25331 -2.67073
C -2.13498 5.20790 -1.26916
C -2.97688 6.08312 -0.63331
C -3.80527 6.98063 -1.32797
C -3.85080 6.97198 -2.72062
O -4.64356 7.87314 -3.38746
O -1.38806 4.33187 -0.58019
H -2.88924 5.97354 -4.44467
H -1.71517 4.65642 -3.42502
H -2.91942 6.13185 0.44406
H -4.26603 7.73891 -0.71225
H -5.02538 8.40791 -2.68758
H -1.11145 3.66916 -1.21729
C 7.43568 1.51879 1.41522
C 6.46569 0.71961 0.82206
C 5.68590 1.28507 -0.15689
C 5.68264 2.62528 -0.34465
C 6.62887 3.45440 0.24574
C 7.47209 2.88645 1.22482
O 8.28226 3.78705 1.79858
O 4.99385 0.48114 -0.98832
H 8.23669 1.13842 2.03176
H 6.50649 -0.35891 0.86128
H 5.04315 2.94873 -1.15263
H 6.57619 4.52976 0.16069
H 7.96904 4.14064 2.63432
H 4.10236 0.82750 -1.07131
C 3.59043 0.92595 -6.41295
C 4.85196 1.37105 -6.94023
C 5.49422 0.54446 -7.89418
C 4.84990 -0.70208 -8.17731
C 3.72642 -1.15775 -7.54289
C 3.03439 -0.32291 -6.68194
O 1.99592 -0.72473 -5.87091
O 6.52266 0.86947 -8.71057
H 3.04575 1.51590 -5.69068
H 5.18237 2.37192 -6.70464
H 5.20702 -1.43268 -8.88800
H 3.69398 -2.23476 -7.61635
H 1.96044 -0.25945 -5.03194
H 6.71527 1.80989 -8.69949
C 2.85722 -8.51456 2.42181
O 3.14991 -7.25398 3.10204
P 2.34257 -5.86357 2.80696
O 0.79045 -6.02774 2.76535
O 2.87009 -4.87124 4.00636
C 2.96152 -5.35531 5.27555
O 3.01772 -5.19336 1.39515
C 2.21558 -4.61717 0.38401
H 2.13635 -8.95391 3.11132
H 3.84630 -8.96212 2.32429
H 2.44804 -8.48821 1.41187
H 3.82234 -5.90759 5.65247
H 2.01385 -5.78103 5.60536
H 3.01018 -4.41729 5.82858
H 1.79764 -5.37045 -0.28382
H 2.68820 -3.91793 -0.30578
H 1.36959 -4.19768 0.92847

Cartesian forces (eV/Å) of the 3 atoms listed first:
0.42 -0.65 1.08
-0.83 -0.76 0.81
-0.94 1.15 -1.00

Löwdin population analysis, charges in e, atoms 1 to 2: atom 1 (C): 0.029, atom 2 (C): -0.338